a:
This record from the OMol25 dataset describes a cluster of 2 separate species, C3H4NO3 in total. The level of theory is wB97M-V/def2-TZVPD.

Element x y z (Å)
C 0.271 0.795 -0.218
C -0.451 -1.450 0.266
C 1.488 0.822 -0.080
N -1.607 -1.018 -0.063
O 2.695 0.588 0.077
O 0.457 -2.129 0.371
O -0.941 1.277 0.259
H -1.655 0.093 0.043
H -2.575 -1.516 -0.031
H 3.325 0.382 -0.632
H -1.007 2.155 0.008

Summary:
Total charge = +1
Highest occupied orbital energy = -14.565 eV
LUMO level = -4.97 eV

natural (NBO) atomic charge list, values in e, 6 entries: -0.05, 0.97, 0.45, -0.85, -0.59, -0.33

=====

b:
This record from the OMol25 dataset describes a cluster of 2 separate species, C3H4NO3 in total. The level of theory is wB97M-V/def2-TZVPD.

Element x y z (Å)
C -1.697 0.463 -0.164
C 1.702 0.811 0.399
C -1.159 -0.611 -0.307
N 1.928 -0.392 0.385
O -0.186 -1.567 -0.352
O 1.429 1.897 0.273
O -2.456 1.461 0.082
H 1.062 -0.952 -0.097
H 2.797 -0.851 0.147
H -0.530 -2.329 0.138
H -2.889 2.069 -0.504

Summary:
Total charge = +1
Highest occupied orbital energy = -13.730 eV
LUMO level = -4.30 eV

natural (NBO) atomic charge list, values in e, 6 entries: 0.31, 1.00, 0.06, -0.83, -0.67, -0.29

=====

The calculated energies rank the structures as follows, beginning with the most stable: b, a.

=====

a:
This record from the OMol25 dataset describes a cluster of 2 separate species, C12H16N2O in total. The level of theory is wB97M-V/def2-TZVPD.

Element x y z (Å)
C -2.457 -1.049 -1.301
C -0.227 2.528 -0.630
C 0.188 1.675 -1.631
C -1.530 2.437 -0.126
C -0.519 0.486 -1.867
C -2.247 1.303 -0.456
C -1.755 0.275 -1.261
O 0.527 3.609 -0.258
H 1.034 1.884 -2.277
H 1.300 3.660 -0.831
H -1.839 3.138 0.638
H -0.097 -0.230 -2.564
H -3.255 1.238 -0.062
H -2.022 -1.569 -0.441
H -2.279 -1.630 -2.198
H -3.520 -0.962 -1.081
C 1.834 -1.934 0.203
C 2.868 -0.984 -0.451
C 0.923 -1.376 1.201
C 1.119 -0.291 2.103
C -0.743 -1.367 2.493
N -0.265 -1.991 1.430
N -0.019 -0.193 2.813
H 1.289 -2.456 -0.584
H 2.385 -2.744 0.711
H 3.708 -1.602 -0.760
H 1.859 0.490 2.008
H -1.820 -1.451 2.540
H -0.021 -0.059 3.824
H 3.121 -0.165 0.212
H 2.462 -0.670 -1.395

Summary:
Total charge = +1
Spin multiplicity = 2
Highest occupied orbital energy (spin up / spin down) = -11.320 / -11.202 eV
LUMO level (spin up / spin down) = -4.44 / -7.83 eV
<S²> = 0.762

natural (NBO) atomic charge list, values in e, 6 entries: -0.63, 0.28, -0.28, -0.26, -0.22, -0.20

=====

b:
This record from the OMol25 dataset describes a cluster of 2 separate species, C12H16N2O in total. The level of theory is wB97M-V/def2-TZVPD.

Element x y z (Å)
C -0.821 -1.798 -1.311
C -0.023 -3.124 -1.436
C -2.240 -2.117 -0.970
O -2.989 -2.782 -1.657
N -2.809 -1.353 0.038
H -0.308 -1.057 -0.644
H -0.658 -1.191 -2.195
H -0.441 -3.947 -0.821
H -3.796 -1.385 0.231
H -2.247 -0.862 0.713
H 1.048 -3.063 -1.175
H -0.186 -3.603 -2.358
C 0.509 3.338 -1.181
C 0.271 0.865 1.559
C 1.008 1.515 0.517
C 0.160 2.528 -0.022
C -0.954 2.604 0.865
C 0.769 -0.236 2.194
C 1.996 -0.725 1.811
C 2.269 1.011 0.059
C 2.696 -0.130 0.712
N -0.989 1.446 1.621
H -1.367 1.639 2.566
H 0.370 -0.647 3.155
H -1.862 3.079 0.566
H 2.512 -1.610 2.162
H 2.866 1.387 -0.728
H 0.476 4.439 -1.054
H -0.305 3.277 -1.949
H 3.574 -0.621 0.384
H 1.469 3.120 -1.651

Summary:
Total charge = +1
Spin multiplicity = 2
Highest occupied orbital energy (spin up / spin down) = -12.246 / -12.245 eV
LUMO level (spin up / spin down) = -4.47 / -7.47 eV
<S²> = 0.777

natural (NBO) atomic charge list, values in e, 6 entries: -0.51, -0.62, 0.67, -0.58, -0.84, 0.18

=====

The calculated energies rank the structures as follows, beginning with the most stable: b, a.

=====

a:
This record from the OMol25 dataset describes an isolated molecule of C20H30ClN3O3. The level of theory is wB97M-V/def2-TZVPD.

Element x y z (Å)
C 2.092 5.207 -0.024
C 1.631 3.791 0.297
C 0.129 3.570 0.096
C -0.687 4.322 1.145
C -0.194 2.070 0.122
C -1.698 1.768 0.035
C -1.913 0.295 -0.265
O -2.218 -0.091 -1.388
N -1.669 -0.531 0.773
C -1.821 -1.992 0.762
C -3.279 -2.357 0.534
O -4.051 -1.754 1.568
C -0.882 -2.643 -0.277
C 0.424 -2.984 0.473
C 0.249 -2.441 1.899
C 1.051 -3.186 2.951
C -1.265 -2.505 2.093
N 0.473 1.357 -0.959
C 1.389 0.384 -0.728
O 1.927 0.209 0.353
C 1.726 -0.475 -1.910
C 3.004 -1.019 -1.990
N 3.395 -1.821 -2.973
C 2.510 -2.130 -3.914
C 1.210 -1.645 -3.905
Cl 0.108 -2.119 -5.154
C 0.800 -0.798 -2.893
H 3.171 5.301 0.105
H 1.859 5.465 -1.060
H 1.622 5.952 0.619
H 2.182 3.087 -0.329
H 1.884 3.539 1.332
H -0.146 3.947 -0.898
H -0.522 3.891 2.137
H -0.395 5.370 1.189
H -1.756 4.294 0.936
H 0.215 1.644 1.042
H -2.198 2.054 0.961
H -2.152 2.329 -0.784
H -1.554 -0.104 1.678
H -3.593 -2.005 -0.451
H -3.367 -3.449 0.568
H -4.975 -1.978 1.435
H -1.357 -3.545 -0.668
H -0.738 -1.981 -1.125
H 0.561 -4.069 0.511
H 1.310 -2.568 -0.006
H 0.560 -1.392 1.899
H 0.759 -4.239 2.986
H 2.119 -3.141 2.730
H 0.900 -2.761 3.945
H -1.636 -1.943 2.953
H -1.580 -3.545 2.225
H 0.045 1.397 -1.870
H 3.727 -0.792 -1.217
H 2.837 -2.792 -4.708
H -0.224 -0.443 -2.858

Summary:
Highest occupied orbital energy = -9.543 eV
LUMO level = 0.40 eV
SMILES = CC[C@H](C)[C@@H](CC(=O)N[C@@]1(CO)CC[C@H](C)C1)NC(=O)c1cncc(Cl)c1

natural (NBO) atomic charge list, values in e, 6 entries: -0.60, -0.40, -0.20, -0.62, -0.04, -0.50

=====

b:
This record from the OMol25 dataset describes an isolated molecule of C20H30ClN3O3. The level of theory is wB97M-V/def2-TZVPD.

Element x y z (Å)
C -2.512 -2.289 -4.595
C -2.058 -1.876 -3.200
C -0.542 -1.937 -3.002
C -0.041 -3.380 -2.992
C -0.138 -1.211 -1.711
C 1.372 -1.304 -1.430
C 1.781 -0.306 -0.363
O 2.212 0.801 -0.666
N 1.568 -0.704 0.910
C 1.963 0.047 2.110
C 3.477 0.170 2.164
O 4.049 -1.138 2.122
C 1.244 1.399 2.188
C -0.200 1.049 2.577
C -0.131 -0.318 3.304
C -0.739 -0.303 4.699
C 1.363 -0.681 3.314
N -0.519 0.196 -1.736
C -1.502 0.684 -0.938
O -2.316 -0.025 -0.370
C -1.534 2.176 -0.778
C -2.758 2.784 -0.519
N -2.898 4.090 -0.322
C -1.805 4.845 -0.353
C -0.542 4.320 -0.586
Cl 0.839 5.366 -0.577
C -0.392 2.964 -0.809
H -3.592 -2.179 -4.698
H -2.041 -1.663 -5.357
H -2.269 -3.328 -4.821
H -2.404 -0.860 -3.002
H -2.537 -2.509 -2.445
H -0.064 -1.404 -3.836
H -0.386 -3.897 -2.092
H -0.418 -3.931 -3.852
H 1.047 -3.442 -3.023
H -0.693 -1.653 -0.879
H 1.633 -2.321 -1.138
H 1.938 -1.054 -2.329
H 1.369 -1.681 1.050
H 3.830 0.759 1.314
H 3.750 0.690 3.087
H 4.792 -1.177 2.727
H 1.723 1.978 2.983
H 1.329 1.974 1.269
H -0.640 1.822 3.209
H -0.833 0.968 1.694
H -0.671 -1.055 2.704
H -0.250 0.450 5.322
H -1.803 -0.067 4.662
H -0.627 -1.271 5.193
H 1.554 -1.756 3.298
H 1.837 -0.285 4.217
H 0.168 0.846 -2.086
H -3.653 2.176 -0.472
H -1.929 5.907 -0.180
H 0.597 2.544 -0.958

Summary:
Highest occupied orbital energy = -9.493 eV
LUMO level = 0.47 eV
SMILES = CC[C@H](C)[C@@H](CC(=O)N[C@@]1(CO)CC[C@H](C)C1)NC(=O)c1cncc(Cl)c1

natural (NBO) atomic charge list, values in e, 6 entries: -0.60, -0.40, -0.20, -0.62, -0.04, -0.50

=====

The calculated energies rank the structures as follows, beginning with the most stable: a, b.

=====

a:
This record from the OMol25 dataset describes a cluster of 2 separate species, C5H8Cl2 in total. The level of theory is wB97M-V/def2-TZVPD.

Element x y z (Å)
C -1.145 -0.213 1.323
C -0.661 -1.359 0.734
C -2.285 0.654 0.852
C 2.152 0.221 -1.656
C 2.093 -0.033 -0.220
Cl -1.095 -1.946 -0.868
Cl 2.884 1.147 0.678
H -0.580 0.027 2.211
H -3.055 0.480 1.513
H -2.020 1.812 0.925
H -2.717 0.400 -0.105
H 2.819 0.917 -2.098
H 2.305 -0.707 -2.331
H 1.212 0.645 -2.107
H 0.093 -2.046 1.149

Summary:
Highest occupied orbital energy = -8.487 eV
LUMO level = -0.40 eV

natural (NBO) atomic charge list, values in e, 6 entries: -0.22, -0.19, -0.65, -0.83, 0.03, -0.05

=====

b:
This record from the OMol25 dataset describes a cluster of 2 separate species, C5H8Cl2 in total. The level of theory is wB97M-V/def2-TZVPD.

Element x y z (Å)
C -0.168 0.023 -1.316
C 0.177 -0.607 -0.004
C -0.625 0.662 0.038
C 0.061 -1.802 0.826
C -0.382 2.078 0.427
Cl 2.719 0.273 0.233
Cl -2.255 0.132 0.405
H 0.675 0.604 -1.661
H -0.792 -0.378 -2.044
H 0.825 -1.905 1.514
H -0.106 -2.702 0.189
H -0.776 -1.550 1.458
H -0.943 2.656 -0.403
H 0.732 2.366 0.122
H -0.571 2.255 1.467

Summary:
Highest occupied orbital energy (spin up / spin down) = -9.491 / -9.491 eV
LUMO level (spin up / spin down) = -1.61 / -1.61 eV

natural (NBO) atomic charge list, values in e, 6 entries: -0.49, 0.46, -0.12, -0.73, -0.64, -0.54

=====

The calculated energies rank the structures as follows, beginning with the most stable: b, a.

=====

a:
This record from the OMol25 dataset describes an isolated molecule of C20H27N3O2S. The level of theory is wB97M-V/def2-TZVPD.

Element x y z (Å)
C 5.591 -0.619 -0.391
H 5.111 0.000 -1.145
H 6.621 -0.790 -0.697
H 5.086 -1.581 -0.348
C 5.580 0.072 0.979
N 4.312 0.406 1.580
C 3.519 1.448 0.975
C 2.472 0.960 -0.039
N 1.615 -0.028 0.591
C 2.433 -1.150 1.026
C 3.468 -0.669 2.049
H 4.093 -1.506 2.365
H 2.920 -0.294 2.921
H 1.788 -1.893 1.499
H 2.932 -1.628 0.164
C 0.510 -0.484 -0.243
C -0.382 -1.413 0.548
C -0.828 -2.608 0.003
C -1.694 -3.422 0.711
C -2.120 -3.045 1.972
C -1.671 -1.858 2.525
C -0.808 -1.044 1.817
H -0.454 -0.118 2.240
H -2.005 -1.559 3.507
H -2.805 -3.675 2.520
H -2.042 -4.346 0.273
H -0.497 -2.907 -0.984
C -0.363 0.691 -0.732
N -1.640 0.263 -1.257
S -2.989 0.306 -0.258
O -3.564 -1.005 -0.173
O -2.674 1.028 0.938
C -4.054 1.324 -1.274
C -3.960 2.698 -1.174
C -4.753 3.491 -1.988
C -5.624 2.900 -2.890
C -5.711 1.520 -2.980
C -4.920 0.725 -2.167
H -4.968 -0.352 -2.198
H -6.395 1.065 -3.680
H -6.242 3.519 -3.523
H -4.693 4.567 -1.918
H -3.281 3.121 -0.453
H -1.603 -0.621 -1.742
H 0.146 1.257 -1.519
H -0.583 1.350 0.110
H 0.889 -1.022 -1.140
H 1.874 1.821 -0.340
H 2.963 0.546 -0.939
H 4.181 2.174 0.499
H 2.975 1.950 1.785
H 6.106 -0.569 1.695
H 6.145 1.007 0.900

Summary:
Highest occupied orbital energy = -7.988 eV
LUMO level = 0.69 eV
SMILES = CCN1CCN([C@H](CNS(=O)(=O)c2ccccc2)c2ccccc2)CC1

natural (NBO) atomic charge list, values in e, 6 entries: -0.63, 0.20, 0.21, 0.20, -0.20, -0.45

=====

b:
This record from the OMol25 dataset describes a structure of composition C20H27N3O2S. The level of theory is wB97M-V/def2-TZVPD.

Element x y z (Å)
C -5.845 -1.977 -0.570
O -4.587 -1.189 -0.593
C -3.383 -1.705 -0.378
C -2.386 -0.980 -0.314
C -1.142 -1.620 -0.195
C -1.047 -2.905 0.155
C -2.177 -3.780 0.209
C -3.387 -3.141 -0.299
H -4.251 -3.822 -0.309
H -1.910 -4.763 0.155
H -0.068 -3.027 0.287
N -0.211 -0.447 -0.145
C 1.098 -0.859 0.510
N 2.097 0.225 0.230
C 2.066 0.764 -1.233
H 1.221 0.314 -1.603
C 1.950 2.145 -0.978
C 0.440 2.755 -1.082
N -0.331 2.377 -0.238
C -1.827 2.821 -0.234
C -2.543 2.579 0.913
H -3.068 3.615 1.484
H -3.287 1.946 1.010
C -1.435 2.206 2.130
H -1.380 1.245 1.852
H -1.364 2.650 2.924
C -0.094 2.383 1.213
H 0.802 2.159 1.507
H 0.020 3.606 1.467
H -2.250 2.193 -1.095
H -1.770 3.952 -0.675
H 0.465 3.889 -1.244
H 0.120 2.566 -2.127
H 2.462 2.631 -1.866
H 2.310 2.602 -0.090
H 3.081 0.758 -1.538
C 3.389 0.130 0.703
C 4.291 -0.866 0.553
C 4.447 -2.170 0.556
C 5.345 -2.534 -0.268
C 5.897 -1.654 -0.938
O 4.976 -0.422 -0.479
H 6.431 -1.487 -1.859
H 5.804 -3.796 -0.420
H 3.839 -2.729 1.203
H 3.338 -0.185 1.911
H 3.889 1.010 0.835
S 1.411 -1.816 1.972
H -0.319 0.520 -0.398
H -2.731 0.173 -0.385
H -6.693 -1.241 -0.894
H -5.814 -2.662 -1.522
H -5.889 -2.441 0.189

Summary:
Highest occupied orbital energy = -7.809 eV
LUMO level = 0.20 eV

natural (NBO) atomic charge list, values in e, 6 entries: -0.19, -0.52, 0.27, -0.23, 0.19, -0.29

=====

The calculated energies rank the structures as follows, beginning with the most stable: a, b.